# 1
Here is C38H63BN11O4PSn as an isolated structure from OMol25. Energies are from the ωB97M-V functional and the def2-TZVPD basis.

XYZ file:
```
119
C38H63BN11O4PSn | OMol25 | the ωB97M-V functional and the def2-TZVPD basis
Sn -1.74329 0.50923 0.80111
N -3.15354 -0.43291 -1.32934
C -4.54682 -0.22198 -0.97954
C -4.73496 1.11535 -0.25652
O -5.81064 1.71170 -0.39436
N -3.68310 1.52405 0.45427
C -3.75180 2.85023 1.02676
C -2.35719 3.45233 1.17069
O -2.22880 4.64957 1.39157
O -1.36003 2.62155 1.09170
H -2.90890 -1.37303 -1.60643
H -2.81672 0.20597 -2.03805
H -5.24553 -0.21641 -1.82263
H -4.85820 -1.02172 -0.30077
H -4.36698 3.51841 0.42061
H -4.19333 2.84462 2.03090
C -1.69631 4.35800 -2.19887
C -2.30767 2.95671 -2.24465
C -3.51659 2.90884 -3.17796
C -1.26448 1.94461 -2.61692
C -0.75726 1.65306 -3.89603
C 0.23051 0.71546 -3.68160
C 1.06305 -0.03438 -4.68101
C 0.98964 0.61403 -6.05865
C 0.62933 -1.50347 -4.73504
N 0.28940 0.47697 -2.34934
N -0.64312 1.21632 -1.69681
B 1.41028 -0.29326 -1.61294
N 0.97754 -1.71759 -1.17872
N -0.31010 -2.10445 -1.02890
C -0.27309 -3.39263 -0.71348
C 1.05085 -3.85927 -0.67027
C 1.82041 -2.74908 -0.96169
C 3.31584 -2.61029 -0.97159
C 3.89130 -2.92487 0.40999
C 3.94147 -3.49314 -2.05153
C -1.52399 -4.19725 -0.49147
C -2.18531 -4.54629 -1.82736
C -2.49882 -3.50192 0.45463
N 1.96685 0.52496 -0.44008
N 1.31584 0.60116 0.74157
C 2.03637 1.37401 1.53122
C 3.19025 1.82311 0.85488
C 3.10519 1.26430 -0.40325
C 4.01014 1.47178 -1.58495
C 3.37800 2.44382 -2.58637
C 5.38105 1.97993 -1.14628
C 1.60652 1.68934 2.93215
C 2.57660 1.09744 3.95637
C 1.48336 3.20353 3.11558
H -2.44341 5.09197 -1.88968
H -1.30881 4.64262 -3.18223
H -0.87998 4.38993 -1.47673
H -2.64433 2.70624 -1.24150
H -3.23886 3.20001 -4.19568
H -4.29345 3.58965 -2.82615
H -3.95513 1.90939 -3.22233
H -1.06215 2.08152 -4.83644
H 2.10298 -0.01210 -4.34601
H -0.02792 0.57553 -6.45589
H 1.63991 0.08657 -6.76025
H 1.29835 1.66008 -6.01939
H -0.41014 -1.57588 -5.06536
H 0.70237 -1.96668 -3.75017
H 1.25449 -2.06752 -5.43337
H 2.31180 -0.42426 -2.40033
H 1.39342 -4.85108 -0.41832
H 3.55429 -1.57129 -1.19866
H 3.67273 -3.95735 0.69425
H 3.45346 -2.26909 1.16256
H 4.97623 -2.78840 0.41780
H 3.71615 -4.54612 -1.86445
H 5.02833 -3.37530 -2.07064
H 3.54661 -3.23727 -3.03681
H -1.21065 -5.13294 -0.01463
H -2.50176 -3.63531 -2.34157
H -3.06573 -5.17717 -1.67751
H -1.48780 -5.06935 -2.48457
H -2.75870 -2.50788 0.09540
H -3.41533 -4.08609 0.57112
H -2.04960 -3.36377 1.43753
H 3.96723 2.46639 1.23417
H 4.15131 0.51176 -2.09055
H 3.27108 3.42991 -2.12755
H 2.38452 2.11426 -2.89010
H 4.00294 2.54311 -3.47914
H 5.29574 2.95836 -0.66838
H 6.03947 2.08792 -2.01170
H 5.84951 1.29740 -0.43541
H 0.62428 1.23241 3.08346
H 3.57433 1.53144 3.83362
H 2.65771 0.01400 3.84594
H 2.23075 1.30456 4.97096
H 2.45334 3.68369 2.95295
H 1.14660 3.44111 4.12646
H 0.77061 3.62104 2.40223
N -1.70349 2.74621 4.12902
C -2.25955 1.51306 4.28216
O -2.17067 0.67030 3.36222
C -2.89984 1.23597 5.53709
C -2.92843 2.21017 6.55368
N -2.96404 3.03164 7.37126
C -3.49620 -0.01709 5.78680
N -4.00882 -1.02897 6.01692
H -1.34290 2.98409 3.21804
H -1.92448 3.48697 4.77042
C 0.89129 -3.42703 5.16486
P 0.10741 -1.96272 4.34443
C 0.79396 -2.21694 2.65956
C -1.57195 -2.65337 4.10656
H 0.71409 -4.34881 4.60140
H 0.48603 -3.54616 6.17167
H 1.96861 -3.26984 5.25167
H 0.65493 -3.24706 2.31315
H 1.86128 -1.98437 2.65053
H 0.32156 -1.54129 1.94760
H -1.53337 -3.65055 3.65686
H -2.14035 -1.96938 3.47449
H -2.09506 -2.69730 5.06211
```

LUMO level = 3.770 eV
Net charge = -2
Kohn-Sham gap = 0.2386 Eh
Maximum force = 0.25 eV/Å
ΔE to the lowest compared entry with this formula, charge and spin = 0.0 kJ/mol

---

# 2
Here is a 6-piece molecular cluster, C38H63Br2F13N2O15S7 overall at a distorted geometry from OMol25. Energies are from the ωB97M-V functional and the def2-TZVPD basis.

XYZ file:
```
140
C38H63Br2F13N2O15S7 | OMol25 | the ωB97M-V functional and the def2-TZVPD basis
C -4.20047 0.20235 4.22718
C -4.36464 1.64782 3.78978
Br -3.95785 2.82369 5.29989
C -3.73416 2.02198 2.41306
Br -3.21721 3.90078 2.23513
C -2.69774 1.08523 1.77453
C -2.34061 1.49575 0.32319
C -3.59444 1.71078 -0.53549
C -4.55338 0.51913 -0.55539
C -5.51928 0.57170 -1.70533
F -4.80828 0.66226 -2.87692
F -6.31008 1.68248 -1.65930
C -6.39191 -0.68923 -1.89035
F -7.15430 -0.56637 -2.99699
F -5.53742 -1.73091 -2.08138
C -7.29887 -1.13666 -0.68761
F -8.05420 -2.16171 -1.14980
F -6.48294 -1.61715 0.28647
C -8.20682 -0.02334 -0.10099
F -8.75694 0.64746 -1.13666
F -7.43905 0.81284 0.63704
S -9.64925 -0.64644 0.98671
F -10.30479 -1.29070 -0.29021
F -8.88284 -1.97868 1.31181
F -9.04370 0.00768 2.28980
F -10.42967 0.70382 0.70730
F -10.86757 -1.16766 1.83733
C -1.47776 0.36488 -0.25437
C -1.49666 0.20020 -1.75779
C -0.54945 -0.85423 -2.31208
O 0.74085 -0.32880 -2.48490
C -0.58055 -2.16010 -1.52568
N -1.99060 -2.62931 -1.42702
O -0.08245 0.45960 0.15721
S 0.12770 1.04192 1.59342
O 1.21888 0.34037 2.18803
O 0.27766 2.46759 1.55909
C -1.39840 0.77269 2.59374
C -1.12170 1.62123 3.81229
N -1.39965 -0.68114 2.86948
C -0.83279 -1.10985 3.85306
O -0.31049 -1.50670 4.77703
H -5.10405 -0.09760 4.74432
H -4.07453 -0.47762 3.39345
H -3.38648 0.04746 4.92167
H -5.42545 1.80908 3.68022
H -4.58818 1.98338 1.75508
H -3.20736 0.14096 1.62744
H -1.82149 2.44528 0.31224
H -4.12410 2.54420 -0.08459
H -3.33473 2.05778 -1.52390
H -5.08075 0.44900 0.38805
H -4.00097 -0.41060 -0.66083
H -1.85176 -0.55977 0.18180
H -2.47631 -0.07311 -2.10910
H -1.19818 1.14595 -2.20710
H -0.95247 -1.09710 -3.30065
H 1.34388 -1.03888 -2.72265
H -0.19326 -2.05868 -0.51776
H -0.06126 -2.93966 -2.05476
H -2.31551 -2.64255 -0.47508
H -2.10612 -3.53679 -1.84352
H -0.07274 1.52647 4.07709
H -1.69543 1.30474 4.67185
H -1.29435 2.67071 3.63661
O 3.52282 0.59701 -1.87697
S 3.44484 2.02769 -2.03195
O 2.80766 2.62225 -3.18207
C 2.76790 2.72812 -0.55472
C 3.98218 2.97795 0.33258
C 5.05825 3.57657 -0.59479
C 5.09924 2.71063 -1.86539
H 2.04593 2.03312 -0.14785
H 2.27626 3.66346 -0.81918
H 3.73702 3.64113 1.16077
H 4.33796 2.03390 0.75099
H 4.78589 4.60169 -0.85445
H 6.03838 3.61139 -0.12430
H 5.33463 3.28201 -2.75859
H 5.79329 1.87897 -1.76330
O 8.78346 2.47920 1.07083
S 8.75806 3.91555 0.95251
O 8.17284 4.55114 -0.20213
C 8.05872 4.60535 2.44901
C 9.26536 4.80124 3.36401
C 10.37856 5.38171 2.47956
C 10.41970 4.54563 1.19658
H 7.31169 3.92038 2.84378
H 7.59610 5.55616 2.18613
H 9.02697 5.45732 4.19945
H 9.58148 3.83865 3.77039
H 10.14887 6.42117 2.23719
H 11.34407 5.36677 2.98168
H 10.70172 5.13603 0.32824
H 11.08259 3.69162 1.30231
O 1.71627 -2.69584 -4.57800
S 1.43491 -4.09337 -4.37231
O 0.85203 -4.55915 -3.13729
C 0.46214 -4.69557 -5.74852
C 1.49998 -5.16100 -6.76502
C 2.56869 -5.91275 -5.95908
C 2.91226 -5.05017 -4.73737
H -0.17906 -3.89447 -6.10828
H -0.14044 -5.52667 -5.38394
H 1.05063 -5.79163 -7.53000
H 1.94726 -4.29727 -7.26070
H 2.16903 -6.87409 -5.63151
H 3.45680 -6.11381 -6.55527
H 3.16440 -5.64448 -3.86352
H 3.71165 -4.34345 -4.94945
O 14.03223 4.01365 0.41684
S 13.55532 2.67744 0.66989
O 12.86557 2.35826 1.89582
C 12.57006 2.14461 -0.72745
C 13.58135 1.50069 -1.67091
C 14.50501 0.65421 -0.78319
C 14.90729 1.51968 0.41880
H 12.05665 3.00368 -1.15274
H 11.84532 1.41838 -0.35958
H 13.08580 0.89896 -2.43037
H 14.16095 2.27402 -2.17907
H 13.96669 -0.22966 -0.43713
H 15.38353 0.31069 -1.32634
H 15.03912 0.93852 1.32728
H 15.80266 2.10436 0.21901
O -11.92787 -6.26784 3.68986
S -12.36167 -6.03543 2.33669
O -12.11307 -7.00491 1.30247
C -14.10107 -5.60761 2.35833
C -14.11271 -4.09134 2.52636
C -13.01660 -3.55707 1.59379
C -11.76779 -4.42000 1.81130
H -14.58929 -6.14568 3.16693
H -14.52254 -5.90679 1.39946
H -15.08838 -3.67171 2.28731
H -13.87877 -3.83142 3.56072
H -13.34782 -3.64274 0.55698
H -12.80437 -2.50956 1.78251
H -11.18145 -4.54482 0.90468
H -11.13762 -4.02858 2.60749
```

LUMO level = -0.004 eV
Kohn-Sham gap = 0.3288 Eh
Maximum force = 2.80 eV/Å